The following is a DFT calculation (the ωB97M-V functional and the def2-TZVPD basis) of a structure of composition CH2BrClO at a distorted geometry.

The geometry in XYZ format:
```
6
Properties=species:S:1:pos:R:3:forces:R:3:nbo_charge:R:1
C -1.56122 -0.87416 0.46114 0.307 -0.140 0.451 -0.181
O 1.78837 0.62696 -0.31751 0.081 1.895 -0.382 -0.913
Cl -2.04500 -2.16939 -0.50982 -0.114 -0.065 -0.220 0.065
Br -2.11873 0.75316 -0.24194 -0.151 0.223 -0.225 0.116
H 1.97938 1.47171 0.12602 -0.277 0.688 -1.250 0.457
H 1.95719 0.19171 0.48211 0.154 -2.601 1.626 0.457
```
Positions in Å, forces in eV/Å.

Output
- Kohn-Sham gap: 8.35 eV
- Highest occupied orbital energy: -0.3446 Eh
- Energy above the lowest of the compared OMol25 structures with the same formula, charge and spin: 268.65 kJ/mol
- E: -3148.62717 Eh